The following is a DFT calculation (ωB97M-V with the def2-TZVPD basis set) of C34H51O26Pt as an isolated structure.

- Relative energy (zero: lowest compared OMol25 entry of this formula, charge and spin): 283.97 kJ/mol
- Lowest unoccupied orbital energy (spin up / spin down): -5.475 / -6.501 eV
- HOMO-LUMO gap (spin up / spin down): 6.669 / 5.643 eV
- HOMO (spin up / spin down): -12.144 / -12.144 eV

ORCA input file:
```
! RIJCOSX wB97M-V def2-TZVPD def2/J DEFGRID3
* xyz 1 3
Pt 1.521 -1.784 -1.190
C -1.188 -0.093 1.404
C -0.152 -0.814 0.581
O 0.894 -0.250 0.239
O -0.352 -1.963 0.145
H -2.158 -0.482 1.093
H -1.134 0.984 1.245
H -1.104 -0.329 2.464
C 7.368 -0.885 0.842
C 6.158 -0.546 1.783
C 5.344 0.709 1.436
O 4.101 0.234 0.969
C 4.091 -1.107 1.032
O 3.146 -1.816 0.694
O 5.244 -1.613 1.455
H 7.822 -1.851 1.065
H 8.157 -0.152 1.013
H 6.989 -0.836 -0.179
H 6.368 -0.549 2.852
H 5.825 1.368 0.714
H 5.278 1.346 2.318
C 0.036 -2.736 5.520
C 0.372 -3.371 4.168
C 1.774 -2.969 3.679
O 2.459 -4.136 3.465
C 1.710 -5.169 3.811
O 2.071 -6.332 3.571
O 0.562 -4.755 4.379
H 0.701 -3.052 6.324
H -0.975 -3.043 5.786
H -0.062 -1.655 5.421
H -0.391 -3.067 3.451
H 2.270 -2.414 4.475
H 1.667 -2.329 2.803
C -0.324 2.165 4.440
C 1.148 1.701 4.426
C 1.704 1.499 2.987
O 2.848 2.304 2.941
C 2.966 3.078 4.055
O 3.826 3.904 4.256
O 1.878 2.829 4.868
H -0.958 1.320 4.169
H -0.564 2.938 3.710
H -0.641 2.420 5.451
H 1.249 0.804 5.036
H 0.957 1.799 2.253
H 2.006 0.499 2.674
C 1.620 3.127 -5.041
C 0.372 2.523 -4.329
C -0.572 1.645 -5.197
O -0.722 0.489 -4.377
C 0.170 0.541 -3.362
O 0.435 -0.334 -2.557
O 0.739 1.687 -3.311
H 1.218 3.755 -5.836
H 2.224 2.323 -5.459
H 2.221 3.785 -4.413
H -0.187 3.393 -3.982
H -0.072 1.434 -6.142
H -1.474 2.212 -5.426
C 3.545 4.273 -0.816
C 2.229 3.686 -1.259
C 1.408 3.117 -0.116
O 0.105 3.624 -0.361
C 0.128 4.608 -1.287
O -0.905 5.250 -1.564
O 1.450 4.746 -1.722
H 4.029 4.854 -1.600
H 4.339 3.592 -0.509
H 3.418 4.930 0.044
H 2.416 3.058 -2.129
H 1.746 3.452 0.864
H 1.398 2.027 -0.102
C -3.275 3.325 -0.342
C -3.483 2.567 -1.712
C -4.915 2.290 -2.028
O -4.974 2.378 -3.441
C -3.916 3.039 -3.884
O -3.730 3.392 -5.040
O -3.059 3.242 -2.868
H -3.152 4.393 -0.522
H -2.338 2.979 0.094
H -4.028 3.107 0.416
H -2.858 1.680 -1.597
H -5.559 2.984 -1.489
H -5.133 1.284 -1.669
C -3.005 -1.404 -2.005
C -4.113 -1.356 -3.102
C -3.637 -1.235 -4.536
O -4.292 -2.270 -5.218
C -4.909 -3.048 -4.356
O -5.632 -4.058 -4.590
O -4.730 -2.626 -3.084
H -2.427 -2.325 -1.940
H -3.443 -1.073 -1.063
H -2.205 -0.681 -2.162
H -4.862 -0.617 -2.819
H -2.561 -1.310 -4.693
H -3.805 -0.228 -4.916
C -3.667 -3.887 0.401
C -2.366 -4.588 0.221
C -1.554 -4.827 1.503
O -1.398 -6.213 1.505
C -1.830 -6.742 0.385
O -1.768 -7.951 0.054
O -2.613 -5.896 -0.209
H -3.606 -2.939 0.936
H -4.412 -4.474 0.938
H -4.153 -3.724 -0.561
H -1.725 -4.095 -0.510
H -2.082 -4.336 2.320
H -0.572 -4.353 1.474
*
```

***

The following is a DFT calculation (ωB97M-V with the def2-TZVPD basis set) of C34H52BClN8PrS3 as an isolated structure.

- Relative energy (zero: lowest compared OMol25 entry of this formula, charge and spin): 39.83 kJ/mol
- Lowest unoccupied orbital energy (spin up / spin down): -3.071 / -3.068 eV
- HOMO-LUMO gap (spin up / spin down): 6.958 / 6.973 eV
- HOMO (spin up / spin down): -10.029 / -10.042 eV

ORCA input file:
```
! RIJCOSX wB97M-V def2-TZVPD def2/J DEFGRID3
* xyz 1 3
Pr -0.741 0.557 -0.134
C 0.455 2.490 4.373
C 1.489 2.084 3.393
C 2.613 2.826 3.167
C 3.467 2.469 2.097
N 3.284 1.370 1.422
N 2.256 0.554 1.704
B 2.404 -0.854 1.135
N 3.825 -1.080 0.560
N 5.031 -1.096 1.050
C 6.010 -1.454 0.253
C 5.761 -1.871 -1.080
C 4.488 -1.854 -1.603
C 4.144 -2.318 -2.974
C 3.510 -1.374 -0.714
S 1.779 -1.310 -0.695
C 7.417 -1.406 0.792
C 8.061 -2.792 0.660
C 8.191 -0.375 -0.042
C 7.415 -0.987 2.262
N 1.976 -1.937 2.101
N 2.797 -1.972 3.150
C 2.589 -2.793 4.137
C 1.491 -3.685 4.109
C 0.641 -3.679 3.039
C -0.541 -4.573 2.962
C 0.881 -2.744 1.984
S -0.196 -2.627 0.695
C 3.593 -2.709 5.265
C 4.979 -2.993 4.675
C 3.560 -1.282 5.828
C 3.305 -3.705 6.386
C 1.271 0.926 2.581
S -0.166 0.060 2.692
C 4.618 3.338 1.624
C 5.907 2.513 1.710
C 4.777 4.623 2.435
C 4.330 3.705 0.161
H 0.820 3.281 5.022
H 0.114 1.643 4.964
H -0.408 2.860 3.816
H 2.814 3.700 3.765
H 6.572 -2.234 -1.689
H 5.027 -2.694 -3.485
H 3.716 -1.502 -3.553
H 3.395 -3.109 -2.924
H 8.198 -3.074 -0.380
H 7.445 -3.545 1.145
H 9.037 -2.791 1.137
H 8.217 -0.651 -1.093
H 9.212 -0.307 0.318
H 7.728 0.604 0.045
H 6.978 -1.767 2.877
H 6.840 -0.079 2.401
H 8.433 -0.815 2.597
H 1.320 -4.365 4.928
H -0.567 -5.241 3.818
H -0.522 -5.148 2.038
H -1.454 -3.979 2.947
H 5.154 -2.330 3.833
H 5.042 -4.023 4.329
H 5.743 -2.827 5.430
H 3.803 -0.567 5.048
H 4.285 -1.191 6.632
H 2.571 -1.048 6.219
H 3.311 -4.727 6.015
H 2.347 -3.505 6.859
H 4.082 -3.616 7.141
H 6.167 2.327 2.750
H 6.732 3.044 1.240
H 5.764 1.559 1.208
H 4.996 4.410 3.479
H 3.884 5.241 2.374
H 5.610 5.196 2.032
H 4.345 2.812 -0.460
H 5.085 4.398 -0.203
H 3.355 4.185 0.079
C -3.285 1.000 0.516
C -3.251 1.069 -0.895
C -2.981 -0.229 -1.392
C -2.845 -1.099 -0.283
C -3.026 -0.336 0.897
H -3.572 1.803 1.185
H -3.544 1.929 -1.484
H -3.077 -0.548 -2.422
H -2.817 -2.178 -0.329
H -3.107 -0.735 1.904
N -0.477 0.964 -2.873
C 0.807 1.516 -3.339
C 1.292 2.534 -2.308
N 1.552 1.841 -1.037
H -0.741 0.185 -3.477
H -1.192 1.684 -3.020
H 0.723 1.995 -4.322
H 1.528 0.695 -3.411
H 0.501 3.273 -2.136
H 2.176 3.057 -2.693
H 1.525 2.542 -0.289
H 2.501 1.465 -1.054
Cl -0.526 2.954 0.750
*
```

***

The following is a DFT calculation (ωB97M-V with the def2-TZVPD basis set) of C34H52Cl2NPRu as an isolated structure.

- Relative energy (zero: lowest compared OMol25 entry of this formula, charge and spin): 365.13 kJ/mol
- Lowest unoccupied orbital energy (spin up / spin down): 2.228 / 2.062 eV
- HOMO-LUMO gap (spin up / spin down): 2.403 / 6.114 eV
- HOMO (spin up / spin down): -0.175 / -4.052 eV

ORCA input file:
```
! RIJCOSX wB97M-V def2-TZVPD def2/J DEFGRID3
* xyz -1 6
P -0.012 0.996 -2.166
C -1.705 0.335 -2.473
C -2.428 1.026 -3.647
C -3.850 0.398 -3.784
C -3.837 -1.121 -3.894
C -3.172 -1.732 -2.667
C -1.728 -1.214 -2.532
C 1.490 0.229 -2.841
C 1.577 0.522 -4.333
C 2.982 0.052 -4.828
C 3.240 -1.420 -4.536
C 3.048 -1.738 -3.057
C 1.684 -1.275 -2.514
C 0.078 2.755 -1.702
C -0.937 3.204 -0.640
C -0.994 4.744 -0.590
C 0.368 5.369 -0.305
C 1.513 4.742 -1.095
C 1.448 3.201 -1.171
H -2.271 0.595 -1.552
H -1.848 0.932 -4.585
H -2.495 2.119 -3.471
H -4.401 0.849 -4.615
H -4.422 0.671 -2.886
H -4.843 -1.510 -4.035
H -3.293 -1.431 -4.792
H -3.719 -1.496 -1.743
H -3.164 -2.823 -2.731
H -1.255 -1.637 -1.630
H -1.143 -1.556 -3.401
H 2.320 0.767 -2.343
H 3.751 0.657 -4.324
H 1.425 1.597 -4.537
H 0.779 -0.020 -4.869
H 3.091 0.277 -5.893
H 4.249 -1.688 -4.844
H 2.593 -2.047 -5.154
H 3.157 -2.810 -2.872
H 3.838 -1.251 -2.473
H 1.608 -1.463 -1.430
H 0.885 -1.852 -3.002
H -0.154 3.070 -2.735
H -1.940 2.781 -0.779
H -0.540 2.810 0.310
H -1.374 5.130 -1.549
H -1.716 5.035 0.177
H 0.583 5.300 0.767
H 0.331 6.433 -0.526
H 2.472 5.009 -0.640
H 1.513 5.154 -2.115
H 2.285 2.814 -1.767
H 1.524 2.756 -0.165
Ru -0.127 -0.717 2.530
Cl 1.757 0.367 1.548
Cl -2.350 -0.072 1.519
C -0.204 -2.139 1.332
H -1.135 -2.302 0.703
C 0.668 -3.302 1.090
C 2.055 -3.194 0.923
C 2.802 -4.352 0.693
C 2.174 -5.615 0.773
C 0.778 -5.706 0.965
C 0.023 -4.549 1.062
H 2.501 -2.203 0.995
H 3.877 -4.296 0.501
H 0.289 -6.679 1.068
H -1.057 -4.586 1.187
H 2.778 -6.528 0.731
C -2.244 -0.531 5.401
N -2.094 0.589 4.401
C -3.193 1.632 4.457
C -0.679 1.209 4.399
C 0.397 0.295 4.929
C 1.224 0.687 5.984
C 2.249 -0.130 6.429
C 2.442 -1.381 5.852
C 1.639 -1.850 4.793
C 0.666 -0.972 4.348
H -2.045 -0.155 6.412
H -1.535 -1.339 5.182
H -3.253 -0.951 5.313
H -2.231 0.153 3.427
H -3.060 2.240 5.359
H -3.170 2.293 3.579
H -4.163 1.118 4.466
H -0.443 1.569 3.368
H -0.779 2.102 5.037
H 1.008 1.641 6.452
H 2.886 0.256 7.239
H 3.249 -2.005 6.221
H 1.706 -2.841 4.315
*
```

***

The following is a DFT calculation (ωB97M-V with the def2-TZVPD basis set) of C34H52NNdO5Si as an isolated structure.

- Relative energy (zero: lowest compared OMol25 entry of this formula, charge and spin): 56.32 kJ/mol
- Lowest unoccupied orbital energy (spin up / spin down): 0.411 / 0.413 eV
- HOMO-LUMO gap (spin up / spin down): 8.533 / 8.547 eV
- HOMO (spin up / spin down): -8.122 / -8.134 eV

ORCA input file:
```
! RIJCOSX wB97M-V def2-TZVPD def2/J DEFGRID3
* xyz 0 4
C 2.555 -0.361 0.377
C 2.637 -1.212 -0.771
C 2.527 -0.393 -1.934
H 2.789 -2.291 -0.746
C 2.392 0.963 -1.510
C 2.449 0.985 -0.087
H 2.295 1.828 -2.170
C -1.403 -2.451 -0.148
C -0.181 -2.947 -0.692
C -0.169 -2.638 -2.087
H 0.568 -3.527 -0.139
C -1.367 -1.920 -2.414
C -2.103 -1.769 -1.192
H 2.609 -0.720 -2.976
H 2.459 1.877 0.548
H 2.609 -0.671 1.421
H -3.077 -1.278 -1.108
H 0.593 -2.953 -2.801
H -1.783 -2.654 0.865
Nd 0.188 -0.351 -0.675
C -2.011 -1.816 -3.790
C -3.198 -2.818 -3.833
C -1.029 -2.261 -4.888
H -2.860 -3.839 -3.593
H -3.635 -2.847 -4.841
H -3.990 -2.535 -3.124
H -0.795 -3.330 -4.755
H -0.082 -1.699 -4.890
H -1.492 -2.169 -5.883
C -2.622 -0.395 -4.082
C -1.675 0.810 -4.250
H -3.348 -0.161 -3.281
H -3.209 -0.484 -5.017
O -1.411 1.624 -3.335
N -1.200 1.036 -5.501
C -0.175 2.038 -5.779
H -1.468 0.424 -6.283
C 1.227 1.444 -5.788
C 2.301 2.118 -5.183
H 2.101 3.082 -4.705
C 3.594 1.579 -5.214
H 4.423 2.131 -4.764
C 3.821 0.339 -5.830
H 4.828 -0.090 -5.847
C 2.750 -0.363 -6.395
H 2.918 -1.337 -6.868
C 1.455 0.186 -6.365
H 0.626 -0.362 -6.826
H -0.245 2.830 -5.017
H -0.412 2.466 -6.771
C 0.887 4.101 4.104
C 1.413 2.705 3.789
C 2.822 2.822 3.217
C 1.449 1.846 5.044
O 0.537 2.117 2.793
Si -0.016 0.541 2.845
O -0.309 0.071 1.333
O 1.144 -0.456 3.532
C 0.769 -1.695 4.196
C 2.045 -2.518 4.380
C 0.161 -1.353 5.558
C -0.238 -2.480 3.344
O -1.399 0.481 3.732
C -2.778 0.922 3.520
C -3.114 0.888 2.034
C -3.676 -0.054 4.273
C -2.936 2.343 4.056
H 1.496 4.579 4.884
H -0.150 4.064 4.458
H 0.929 4.739 3.212
H 3.476 3.347 3.928
H 3.250 1.830 3.029
H 2.816 3.392 2.280
H 0.439 1.618 5.409
H 1.980 0.906 4.853
H 1.982 2.372 5.848
H 2.420 -2.854 3.406
H 2.835 -1.946 4.887
H 1.836 -3.416 4.985
H -0.787 -0.817 5.423
H -0.046 -2.280 6.118
H 0.841 -0.727 6.155
H -1.161 -1.905 3.178
H 0.190 -2.745 2.367
H -0.520 -3.420 3.857
H -2.484 1.590 1.471
H -2.997 -0.126 1.632
H -4.160 1.187 1.877
H -3.467 -0.042 5.350
H -4.729 0.226 4.126
H -3.547 -1.078 3.899
H -2.778 2.377 5.141
H -2.241 3.036 3.563
H -3.959 2.694 3.853
*
```

***

The following is a DFT calculation (ωB97M-V with the def2-TZVPD basis set) of C34H53CeN5O3PS as an isolated structure.

- Relative energy (zero: lowest compared OMol25 entry of this formula, charge and spin): 0.00 kJ/mol
- Lowest unoccupied orbital energy: -2.851 eV
- HOMO-LUMO gap: 7.369 eV
- HOMO: -10.220 eV

ORCA input file:
```
! RIJCOSX wB97M-V def2-TZVPD def2/J DEFGRID3
* xyz 1 1
Ce 0.419 -0.404 -0.612
O 1.469 -2.264 -0.867
C 2.545 -2.949 -0.480
C 2.510 -4.344 -0.559
C 3.618 -5.097 -0.231
C 4.790 -4.473 0.192
C 4.816 -3.099 0.308
C 3.703 -2.310 -0.004
C 3.742 -0.867 0.260
N 2.762 0.023 0.131
C 3.237 1.224 0.626
C 4.518 1.066 1.036
N 4.822 -0.253 0.798
H 1.597 -4.807 -0.906
H 3.572 -6.174 -0.308
H 5.667 -5.054 0.435
H 5.733 -2.639 0.654
H 2.620 2.106 0.650
H 5.226 1.748 1.466
H 5.697 -0.697 1.015
C -3.829 -1.185 -2.448
C -2.341 -0.978 -2.484
O -1.805 -0.581 -1.433
C -1.586 -1.206 -3.700
C -2.224 -1.786 -4.819
C -1.559 -1.982 -6.002
C -0.217 -1.588 -6.100
C 0.434 -1.010 -5.039
C -0.229 -0.805 -3.813
O 0.414 -0.212 -2.838
H -4.207 -0.860 -1.483
H -4.064 -2.241 -2.584
H -4.324 -0.635 -3.248
H -3.255 -2.095 -4.736
H -2.059 -2.439 -6.843
H 0.319 -1.744 -7.027
H 1.470 -0.710 -5.105
C -1.905 2.621 -3.255
N -0.506 2.705 -3.649
C -0.313 2.627 -5.092
C 0.501 2.773 -2.783
S 0.273 2.524 -1.097
N 1.727 3.109 -3.289
C 1.831 4.375 -4.021
C 2.909 2.827 -2.496
H -2.427 3.521 -3.586
H -1.990 2.521 -2.179
H -2.350 1.756 -3.749
H -0.896 1.782 -5.459
H 0.736 2.470 -5.321
H -0.667 3.537 -5.579
H 0.892 4.625 -4.502
H 2.605 4.301 -4.784
H 2.092 5.179 -3.327
H 2.860 1.821 -2.089
H 3.031 3.541 -1.675
H 3.772 2.894 -3.158
C -3.162 -1.329 4.353
C -2.552 -1.272 2.950
C -2.182 -2.699 2.504
C -3.632 -0.791 1.967
P -1.056 -0.152 2.775
N -0.294 -0.521 1.422
C 0.155 -0.420 4.189
C 0.380 -1.935 4.339
C 1.527 0.166 3.799
C -0.258 0.156 5.544
C -1.619 1.639 2.734
C -2.372 1.930 1.421
C -0.362 2.526 2.751
C -2.523 2.060 3.898
H -4.068 -1.939 4.304
H -3.451 -0.353 4.736
H -2.502 -1.797 5.078
H -3.108 -3.249 2.331
H -1.617 -3.245 3.254
H -1.605 -2.693 1.578
H -4.403 -1.561 1.918
H -3.234 -0.649 0.961
H -4.115 0.129 2.289
H 0.615 -2.406 3.384
H -0.468 -2.447 4.786
H 1.233 -2.084 5.003
H 1.784 -0.070 2.766
H 2.280 -0.283 4.448
H 1.582 1.244 3.935
H -1.228 -0.195 5.886
H -0.265 1.244 5.546
H 0.481 -0.158 6.286
H -2.011 1.333 0.578
H -2.235 2.979 1.158
H -3.441 1.752 1.517
H 0.371 2.217 2.002
H 0.124 2.539 3.723
H -0.663 3.549 2.522
H -3.488 1.559 3.873
H -2.716 3.132 3.806
H -2.077 1.895 4.875
*
```